A cluster of 12 separate species, C88H88N8O8 in total, computed with ωB97M-V/def2-TZVPD.

Last column: Löwdin charge in e.
Element x y z (Å)
C: 6.322 4.127 2.985  -0.11
H: 2.371 -0.228 -6.460  0.10
H: -3.485 -5.859 4.601  0.07
C: -2.261 -2.691 7.996  -0.08
C: -1.474 2.237 0.110  -0.26
C: 2.349 5.017 -2.230  -0.10
H: 2.226 -0.629 5.256  0.11
C: 2.847 5.253 -0.824  -0.28
H: 1.466 5.633 -2.439  0.07
C: 0.498 -6.566 -2.607  -0.09
C: -2.777 -3.266 6.648  -0.26
H: -1.352 3.780 -5.039  0.09
C: 1.989 2.303 1.505  -0.06
H: -2.638 -4.403 2.962  0.09
H: -1.365 -0.276 -7.593  0.07
H: -3.127 6.699 -0.773  0.05
C: 3.811 -3.157 -2.154  -0.27
H: 4.555 -3.431 -4.740  0.11
H: 3.684 -3.378 4.602  0.05
H: 3.681 4.559 -0.662  0.11
C: 7.821 5.696 4.750  -0.05
C: -1.585 -1.521 -0.452  0.01
H: -2.341 -3.540 -2.891  0.11
N: -1.804 -0.148 5.350  0.17
C: -2.007 3.178 -9.364  -0.17
H: -0.594 -0.149 -5.939  0.06
H: -1.401 4.633 -0.766  0.09
C: 2.866 -3.102 1.493  -0.05
H: -4.873 6.769 -1.042  0.06
C: -2.363 -6.900 -2.174  -0.08
H: 2.218 -5.417 -3.202  0.11
H: -0.343 4.977 5.784  0.07
C: -1.674 4.427 -10.265  -0.24
C: -3.720 -7.014 -2.003  0.00
H: -1.272 1.418 -4.397  0.10
C: -2.165 -5.386 2.944  -0.24
O: -1.944 -9.225 -2.190  0.12
H: -2.931 -1.166 -5.052  0.10
C: 2.601 -1.141 -3.228  -0.06
C: 5.616 3.273 2.008  -0.27
C: -2.099 3.375 4.770  -0.23
H: -2.402 4.410 -11.093  0.11
C: -2.804 -1.782 -5.948  -0.22
C: -1.311 2.216 -3.655  -0.01
C: 2.059 -1.987 1.630  -0.04
C: 2.045 -1.496 5.895  -0.17
C: 0.710 6.362 0.014  -0.18
C: -3.379 -2.243 5.729  -0.18
H: -1.395 5.727 -8.517  0.08
H: -1.509 -1.494 2.874  0.10
C: -3.690 -2.902 -5.718  -0.21
C: 4.237 4.534 4.343  -0.26
C: -1.890 5.706 -9.508  -0.12
H: -1.691 4.083 4.051  0.11
H: 3.818 2.076 0.407  0.13
C: 4.097 3.146 2.204  -0.08
H: 0.583 -9.850 -1.683  0.12
N: -4.347 -3.859 -5.543  0.15
H: -1.806 -5.952 5.072  0.08
C: 3.165 -2.749 -0.844  -0.08
H: -1.629 0.932 2.436  0.10
H: 1.202 4.304 0.108  0.09
H: 2.970 -9.522 -2.172  0.10
C: -0.910 4.536 6.615  -0.10
H: 4.028 -4.351 0.164  0.12
C: -1.378 3.979 -1.622  -0.03
H: -4.362 -1.966 6.109  0.12
C: 3.428 -2.274 -3.322  -0.06
H: 9.473 5.278 3.423  0.11
H: -0.946 5.164 7.512  0.07
C: 1.208 -2.453 5.196  -0.25
H: 1.126 -0.430 0.504  0.09
O: 4.571 -4.088 -2.209  0.11
N: -0.113 7.122 -0.161  0.15
C: 3.463 -3.446 0.302  0.00
C: -1.377 2.642 -1.314  -0.09
H: 3.761 -2.255 -6.654  0.10
H: 1.581 0.422 -4.214  0.11
C: -1.440 -8.132 -2.166  -0.28
H: -3.815 -6.250 1.818  0.13
O: 1.611 0.349 -1.671  0.11
C: -4.100 6.790 -0.282  -0.11
C: 6.495 5.403 4.983  0.00
H: -3.321 -1.094 -6.633  0.13
C: -1.588 -1.998 0.830  -0.06
H: 0.185 -0.894 -7.282  0.07
C: 3.328 2.491 1.280  -0.03
C: -2.720 -6.226 1.738  -0.19
C: 5.713 4.658 4.086  -0.08
H: -0.668 4.333 -10.656  0.11
C: 2.290 -8.688 -2.253  -0.03
C: -1.632 0.251 -2.184  -0.26
H: -2.212 2.275 -9.931  0.11
H: -2.971 5.852 -9.333  0.08
H: 3.125 -3.712 2.348  0.10
H: -1.475 -2.162 -1.296  0.09
H: 3.237 -2.886 7.020  0.11
C: -4.579 -5.876 -2.037  -0.06
C: 1.750 5.237 0.195  -0.16
C: 3.873 -2.634 -4.593  0.00
H: -0.268 3.696 6.970  0.08
N: 0.518 -3.225 4.729  0.18
N: -1.692 -8.577 1.629  0.17
C: -1.490 4.487 -2.915  -0.03
C: -0.785 -0.776 -6.812  -0.14
H: -1.723 -3.487 8.500  0.07
H: -2.956 4.973 5.897  0.12
H: -1.585 6.566 -10.065  0.06
H: -1.368 2.559 4.947  0.10
H: -1.365 -2.735 -7.262  0.13
H: -2.956 3.341 -8.878  0.11
C: 2.082 -0.736 -1.876  -0.27
C: -5.637 5.634 1.366  -0.17
H: 6.024 5.786 5.870  0.12
C: -4.058 -4.675 -2.323  -0.09
H: 8.057 3.872 1.905  0.12
O: -1.755 -0.532 -3.074  0.11
H: 1.734 3.825 4.521  0.11
C: 1.846 -6.367 -2.839  -0.01
C: -6.716 5.419 0.284  -0.21
H: 2.278 5.234 1.147  0.10
H: -2.560 -5.669 0.800  0.11
H: -4.085 7.804 0.191  0.09
O: 0.012 -4.316 -3.089  0.11
C: 3.435 -2.072 6.325  -0.24
O: 6.105 2.651 1.104  0.12
H: 3.963 -1.254 6.771  0.10
H: -4.682 -3.808 -2.378  0.10
H: 8.373 6.279 5.484  0.11
C: 2.642 -0.783 -5.599  -0.05
C: -2.495 -6.113 4.229  -0.11
C: 2.243 -0.410 -4.348  -0.01
H: -1.093 -5.350 2.765  0.10
H: -5.808 6.587 1.868  0.11
C: -2.160 -7.527 1.679  -0.26
C: 0.918 -8.873 -2.019  0.00
H: 1.500 -1.043 6.741  0.12
H: -1.625 -1.843 7.802  0.05
C: -1.016 2.914 -8.307  -0.23
H: -1.454 -3.059 0.956  0.10
C: -1.349 3.585 -3.983  -0.02
C: -0.396 -5.396 -2.773  -0.30
O: 3.700 5.100 5.277  0.10
H: 0.348 2.564 2.851  0.07
H: -5.628 -6.042 -1.800  0.11
H: 3.354 6.231 -0.814  0.12
C: 3.449 -1.906 -5.697  -0.05
H: 4.606 -1.929 4.458  0.08
H: 3.789 -7.140 -2.813  0.11
C: -1.614 0.743 0.348  -0.10
C: 2.306 -1.677 -0.737  -0.07
N: -0.189 2.670 -7.558  0.16
C: 8.435 5.085 3.670  -0.05
H: -3.030 -2.418 8.711  0.07
H: -3.471 5.870 1.495  0.11
C: -1.402 -2.044 -6.407  -0.26
C: 2.752 -7.393 -2.615  -0.04
C: 2.160 3.431 3.606  0.00
H: -5.724 4.876 2.125  0.09
C: 3.493 3.680 3.356  -0.09
C: 4.227 -2.648 5.185  -0.12
N: -7.508 5.316 -0.533  0.12
C: 1.764 -1.286 0.491  -0.01
H: -2.863 3.496 6.793  0.10
C: -1.591 -1.088 1.854  -0.07
H: -1.951 -3.738 6.118  0.08
C: -3.321 2.777 4.214  -0.24
C: 1.380 2.743 2.685  -0.03
H: -2.492 -7.169 4.029  0.06
C: -4.242 5.670 0.735  -0.28
H: -4.060 4.699 0.277  0.10
H: 1.363 1.877 0.739  0.09
N: -4.357 2.410 3.852  0.14
C: -2.685 -4.541 -2.610  -0.01
C: 0.021 -7.810 -2.199  -0.08
H: -3.518 -4.041 6.799  0.11
H: 3.114 5.392 -2.931  0.08
H: -3.602 -2.637 4.729  0.11
C: -1.841 -5.628 -2.519  -0.09
H: -1.416 5.555 -3.078  0.11
O: -1.319 3.058 0.985  0.09
C: 7.670 4.348 2.788  0.00
C: -1.659 -0.133 -0.700  -0.06
C: -1.643 0.245 1.604  -0.02
C: -1.449 1.746 -2.372  -0.09
H: -4.149 -8.006 -1.785  0.13
H: -0.806 -2.469 -5.575  0.12
H: 5.090 -3.166 5.638  0.08
C: -2.544 -1.023 5.498  -0.19
H: 1.593 -1.691 2.563  0.09
C: -2.302 4.090 6.098  -0.25
H: 2.113 3.980 -2.436  0.07

Computed properties:
Structure (SMILES): O=C1c2ccccc2C(=O)c2ccccc21.O=C1c2ccccc2C(=O)c2ccccc21.O=C1c2ccccc2C(=O)c2ccccc21.O=C1c2ccccc2C(=O)c2ccccc21.CCCC#N.CCCC#N.CCCC#N.CCCC#N.CCCC#N.CCCC#N.CCCC#N.CCCC#N
DFT total energy (eV): -120984.1466
2S+1: 1
ΔE to the lowest compared entry with this formula, charge and spin (kcal per mole): 0.0
HOMO-LUMO gap (hartree): 0.302



A structure of composition C10H16O8Rb3, computed with ωB97M-V/def2-TZVPD.

Last column: natural (NBO) charge in e.
Element x y z (Å)
C: 0.430 -2.040 2.984  0.08
C: 0.958 -3.364 2.492  -0.11
C: 0.838 2.650 0.188  -0.15
H: -0.658 2.018 -2.912  0.17
H: 0.938 -1.936 5.140  0.24
C: -1.190 -3.573 3.268  0.96
H: 0.263 -1.270 2.231  0.18
H: 0.785 0.805 1.159  0.15
H: 0.324 2.014 -0.533  0.22
C: -0.915 0.993 -3.181  -0.09
H: -4.023 0.755 -3.362  0.24
Rb: -0.699 3.479 3.443  0.99
H: 0.034 3.145 0.732  0.11
H: 2.314 1.052 0.560  0.16
O: -0.216 -4.130 2.684  -0.46
H: -2.026 1.897 -4.545  0.18
O: 1.553 3.540 -0.726  -0.41
Rb: 3.765 2.803 4.663  1.00
C: 1.240 -1.452 4.211  -0.63
H: 1.020 -3.029 1.456  0.21
H: -3.136 -0.753 -3.728  0.22
H: 1.211 -0.364 4.263  0.21
O: 0.722 -0.550 -5.776  -0.57
O: -0.916 -2.330 3.479  -0.49
Rb: 3.597 3.561 -2.791  1.00
H: -3.755 0.111 -5.008  0.26
O: 1.973 1.789 2.521  -1.00
O: -2.264 -4.150 3.517  -0.59
H: 1.879 -3.567 3.039  0.21
C: -1.977 0.855 -4.229  0.05
H: 2.270 -1.767 4.042  0.20
C: -0.158 -0.084 -5.067  0.96
O: 0.081 0.108 -3.758  -0.50
C: 1.567 1.564 1.166  -0.06
H: -1.139 0.620 -2.182  0.19
C: -3.304 0.281 -4.030  -0.64
O: -1.388 0.320 -5.409  -0.45

Computed properties:
DFT total energy (eV): -28958.0241
2S+1: 2
Total charge: +2
HOMO-LUMO gap (alpha / beta) (hartree): 0.275 / 0.221